Entry 1:
C36H52N3OOsP2S as an isolated structure. Source: the OMol25 dataset; level of theory: wB97M-V/def2-TZVPD.

XYZ file:
```
96
Properties=species:S:1:pos:R:3:forces:R:3
Os -0.448589 0.093627 0.176292 0.4 -1.7 -2.4
S -0.698274 -1.240374 2.018822 0.5 -0.6 0.7
P -2.658140 -0.011227 -0.237667 -4.4 0.6 -2.0
P 2.465848 -0.377723 -0.368917 2.1 0.0 -2.0
O 0.593160 2.480439 1.726856 -1.8 -3.5 -2.4
N 0.079631 1.095922 -1.505701 2.0 -2.2 0.5
N -0.711930 -1.484225 -1.392689 1.0 1.7 -0.3
N -1.918001 -0.772300 4.309592 0.2 0.8 0.2
C -3.919886 -1.277823 0.446636 1.1 0.2 0.0
C 0.861750 0.554695 -2.392920 -1.2 1.0 0.5
C -4.782646 1.831007 -0.588932 0.1 0.3 0.2
C 0.963020 1.509282 -6.075897 0.0 0.2 -0.9
C -2.818570 -0.446615 -2.050113 0.1 -0.7 0.5
C -3.247529 -2.651543 0.581029 0.1 -0.1 0.3
C 0.967347 2.923361 -6.114227 -0.7 -0.4 1.4
C -2.409504 2.606683 -1.039397 0.1 0.1 0.3
C 2.443797 -2.295188 1.938580 -0.5 0.4 -0.1
C -5.122666 -1.439456 -0.481035 -0.2 0.0 0.1
C -4.290117 -0.802652 1.841537 -0.4 -0.3 0.3
C 0.437006 -3.109313 -2.669878 1.1 1.2 -0.5
C 3.551679 1.924435 -1.239505 0.1 0.4 0.2
C -0.709270 -3.349179 -3.404263 -1.0 0.1 0.3
C -3.306934 1.726575 -0.144311 -0.2 0.1 0.4
C 3.835330 0.438601 -1.499622 0.6 0.3 0.1
C -0.015137 0.603979 4.033250 0.0 -0.2 -0.1
C 3.398131 -1.387182 1.092572 -0.3 -0.9 1.0
C 5.282966 0.088335 -1.175456 0.6 -0.1 0.0
C -1.494258 0.871272 5.945233 0.3 0.4 -0.2
C 0.841254 2.809538 -3.654871 -0.2 -0.2 0.1
C -0.854335 -0.379220 3.519024 -0.8 0.0 1.5
C 0.961383 0.740040 -4.912265 0.0 0.2 -0.4
C 0.172768 1.544687 1.125259 2.9 5.5 3.5
C -1.772556 -1.553526 -2.214061 -1.2 0.2 -0.5
C -0.323119 1.224544 5.249120 0.0 -0.2 -0.2
C 0.449463 -1.932478 -1.898100 0.4 -1.1 -0.5
C 3.976177 -0.264645 2.012598 -0.2 0.3 -0.6
C -3.142723 2.202905 1.319642 -0.2 0.2 -0.1
C 0.854446 3.548704 -4.862355 0.0 -0.2 0.9
C -1.801070 -2.477460 -3.244438 -0.3 -0.8 0.1
C 1.568277 -0.916479 -2.001265 -0.6 -0.2 0.7
C 0.897045 1.378230 -3.675532 0.3 0.0 0.4
C 3.761715 0.198670 -3.021340 -0.9 0.0 -0.3
C -2.301522 -0.137102 5.458405 0.7 0.0 -0.6
C 4.466949 -2.351644 0.517102 0.3 0.2 -0.4
H 1.385522 -3.585886 -2.947671 -0.4 0.2 0.1
H 4.907248 -2.930696 1.348054 -0.4 0.3 -0.2
H -5.018953 2.909737 -0.644540 0.0 -0.5 0.0
H 0.361919 2.001640 5.621203 -0.5 -0.4 0.0
H 0.931619 3.530134 -7.040820 0.2 -0.8 0.6
H 2.605787 2.229781 -1.706181 0.4 0.1 0.1
H 1.022787 -0.358141 -4.937624 -0.1 0.5 -0.3
H 4.476726 0.846148 -3.544858 0.0 -0.2 0.4
H -4.014497 -3.327508 0.986046 0.2 0.0 -0.3
H 0.720583 4.626677 -4.766756 0.3 -0.2 -0.2
H 0.778741 3.348540 -2.682010 0.0 -0.5 -0.9
H -3.846816 -0.778048 -2.313238 0.9 0.3 0.2
H -5.469656 1.379601 0.152659 0.3 0.2 -0.5
H 0.881265 0.842648 3.459382 -0.3 0.1 0.4
H -0.724173 -4.124555 -4.161350 -0.1 0.0 0.1
H 0.910871 1.029477 -7.041355 0.2 -0.4 0.0
H -2.596015 0.430709 -2.689916 0.3 -0.6 0.3
H 5.923032 0.762668 -1.768422 -0.2 -0.1 0.3
H 5.537791 -0.932236 -1.514893 -0.1 0.6 0.1
H -2.726416 -2.595747 -3.814336 0.5 0.2 -0.1
H 4.008862 -3.069439 -0.181621 0.2 0.2 0.2
H -4.865767 -2.015051 -1.377496 -0.1 0.1 0.3
H 3.041014 -2.858709 2.683880 -0.1 0.4 -0.5
H 4.499627 -0.714842 2.875394 -0.3 0.0 -0.5
H -2.414823 2.279289 -2.084873 -0.1 0.3 0.2
H 5.307093 -1.850929 0.016369 -0.6 -0.4 0.4
H 2.768706 0.494116 -3.392101 1.2 -0.2 -0.2
H -4.796524 -1.633009 2.344365 -0.1 0.1 0.1
H 3.165482 0.376537 2.406008 0.3 -0.3 -0.1
H -2.872382 -3.053569 -0.372760 -0.2 0.1 0.3
H 5.555335 0.195178 -0.128559 0.1 0.1 -0.2
H -3.393055 -0.567934 2.429592 -0.3 0.1 -0.3
H 3.450878 2.117842 -0.162607 0.2 0.2 -0.2
H -5.594864 -0.497382 -0.765771 0.0 -0.3 0.0
H 3.958753 -0.853664 -3.304893 0.2 0.6 0.1
H -2.428242 -2.629587 1.319211 -0.5 -0.2 -0.5
H -5.853990 -2.038055 0.066711 -0.1 0.0 0.0
H -4.967315 0.052435 1.840516 0.1 -0.1 0.0
H -2.082545 2.172605 1.620706 -0.5 0.2 0.0
H 4.385343 2.532731 -1.630485 -0.4 -0.1 0.1
H 2.347132 -1.297728 -2.715586 -1.1 0.4 0.9
H 1.931294 -3.055628 1.305763 0.3 0.5 0.4
H -3.497330 3.246319 1.369542 0.2 -0.4 0.1
H -1.760481 1.413972 6.845591 -0.1 -0.2 -0.1
H 4.689692 0.401338 1.490953 -0.4 -0.4 0.4
H -3.248232 -0.439919 5.916104 0.5 -0.1 -0.1
H 1.669288 -1.722744 2.517664 0.9 -0.5 -0.6
H -2.738663 3.656572 -0.962888 0.0 -0.4 -0.1
H -3.728819 1.592313 2.021855 0.2 0.5 -0.2
H -2.482273 -1.555360 4.000363 0.0 0.0 -0.1
H -4.942958 1.399235 -1.591836 0.0 0.2 0.4
H -1.365472 2.545345 -0.700279 -0.6 0.4 -0.2
```
Positions in Å, forces in eV/Å.

## Properties
- E_LUMO (alpha / beta) (eV) = -8.6 / -11.5
- total charge = +3
- spin multiplicity = 5

***

Entry 2:
C36H53CoN4OP2 as an isolated structure. Source: the OMol25 dataset; level of theory: wB97M-V/def2-TZVPD.

XYZ file:
```
97
Properties=species:S:1:pos:R:3:forces:R:3
Co -0.010305 0.258544 0.371831 -0.6 -0.8 -0.1
P -2.417965 0.680316 0.591333 -0.9 0.3 0.0
P 2.084954 -0.594838 -0.214448 1.6 -0.8 0.5
O 0.377567 2.129350 2.541316 -0.6 -1.6 -1.3
N 0.318298 -1.105191 2.503994 0.0 -1.2 0.6
N 0.060447 1.883417 -0.903978 0.2 2.7 -7.6
N 0.510610 -3.394117 6.005067 0.1 -0.1 0.5
N -0.624054 -1.164837 -0.934108 0.0 -1.5 -1.0
C -3.284907 1.790565 -0.743545 -0.1 -0.5 1.0
C -3.348083 0.862145 2.280831 -0.1 0.1 -0.7
C -4.845438 0.513986 2.213505 -0.2 0.1 0.3
C 1.141484 3.043600 -6.130831 -0.1 -0.5 0.5
C -4.811973 1.702681 -0.704816 -0.3 0.3 -0.1
C -3.157460 2.302166 2.789174 0.0 0.0 0.2
C -2.888681 1.361422 -2.153645 0.2 0.0 -0.2
C 2.938068 -2.280201 0.255365 0.4 0.5 0.2
C 1.837385 -3.367791 0.194025 -0.2 0.0 0.0
C 0.798373 3.772116 -3.830062 -0.7 -0.1 -0.2
C -0.323291 -2.294472 2.607353 0.5 0.2 1.1
C -0.289074 -3.105947 3.742604 0.3 0.7 -0.2
C -0.247481 -2.458575 -2.988495 0.6 -0.2 1.3
C 3.549177 0.827106 -0.346051 0.0 -0.9 -0.5
C 0.450222 -2.652454 4.869370 0.0 0.2 -0.3
C -2.825919 3.221828 -0.464756 -0.1 0.3 -0.2
C 0.692747 2.420485 -3.375560 0.2 1.6 -2.1
C -2.894569 -0.998501 0.036893 -0.4 -0.2 0.1
C 0.132336 2.290024 -2.060705 1.8 -3.9 6.7
C 3.111561 2.197984 0.189888 -0.5 0.0 0.1
C 1.669735 -1.645305 -1.688945 -1.6 4.8 -0.8
C 0.944446 4.053086 -5.187464 0.3 0.1 -0.2
C 1.049299 -0.704243 3.569015 -0.4 -0.9 0.6
C 4.766038 0.417307 0.490319 0.2 -0.2 0.0
C 3.924421 0.992174 -1.816251 0.2 0.3 -0.2
C -1.899870 -1.587080 -0.934201 0.4 -0.2 -0.1
C 0.204290 1.309820 1.730681 1.6 4.0 3.3
C 3.521751 -2.264789 1.663463 0.2 -0.4 0.4
C 1.019043 1.388752 -4.341070 -0.6 0.4 0.8
C 4.008117 -2.555058 -0.841634 0.2 -0.4 -0.2
C -2.708429 -0.089599 3.296393 0.2 0.0 0.0
C 0.237423 -1.720868 -1.871534 -0.3 0.1 -0.7
C -2.302121 -2.613450 -1.781448 -0.2 0.1 -0.1
C -1.494480 -3.029988 -2.828515 -0.1 -0.1 -0.5
C 1.207237 1.716168 -5.696421 0.1 -0.1 1.0
C 1.129155 -1.408083 4.773597 -0.3 -0.2 -0.6
H 4.697444 1.772684 -1.912305 -0.1 -0.2 0.0
H 0.871170 5.091311 -5.513115 0.2 -0.3 0.1
H -2.105268 2.618189 2.731498 -0.3 0.0 0.0
H -5.197260 0.330212 3.241336 0.1 0.0 -0.3
H 3.446477 -3.280784 2.078144 0.1 0.2 0.1
H 2.237033 -1.369008 -2.564616 0.2 -0.9 -0.5
H -3.001317 -1.659425 0.908135 0.3 0.1 0.0
H 2.257833 2.601234 -0.363394 0.2 0.0 0.2
H -1.645908 0.128140 3.443892 -0.2 -0.1 0.0
H 4.038376 -1.805130 -1.646477 0.1 -0.3 0.5
H 1.477780 -3.556848 -0.830374 0.2 0.0 0.5
H -1.825272 -3.807768 -3.513193 -0.1 0.2 0.1
H -3.521941 1.904240 -2.865179 0.1 -0.1 0.1
H 1.621530 0.220149 3.499958 -0.3 -0.1 -0.2
H 2.211738 -4.339296 0.546865 0.1 0.3 0.2
H 3.762579 -3.504081 -1.338361 0.2 0.1 0.1
H 5.233803 -0.508670 0.144363 -0.1 0.1 0.1
H -5.265136 2.197509 0.157809 0.2 -0.1 -0.1
H -3.027896 0.293916 -2.338486 -0.1 0.0 0.0
H -2.820577 -1.141841 3.008138 0.1 0.2 0.1
H 5.030919 -2.633199 -0.447773 -0.3 -0.1 0.1
H -0.883037 -2.633262 1.737595 0.0 0.2 0.1
H -3.450387 2.333345 3.850875 0.0 0.0 -0.3
H 0.980365 -3.044203 0.798656 0.3 -0.4 -0.2
H 0.472236 -2.733875 -3.768326 -0.5 0.0 0.3
H -1.735345 3.302123 -0.449874 -0.3 0.0 0.1
H -3.291606 -3.007134 -1.629750 -0.2 -0.2 -0.2
H 1.047799 -3.072261 6.810618 -0.4 -0.3 -0.6
H 3.952161 2.911075 0.093857 -0.3 -0.4 -0.1
H 3.070411 1.338824 -2.411895 0.1 -0.2 0.1
H -5.189493 2.230982 -1.590578 0.0 -0.1 0.1
H 4.582175 -1.987486 1.678347 -0.3 0.0 0.0
H 5.542394 1.198017 0.427580 -0.3 -0.1 -0.1
H 1.398029 0.899463 -6.397134 0.0 0.4 0.2
H -5.046245 -0.398809 1.636251 0.0 0.2 0.1
H 4.512493 0.320525 1.553755 0.0 0.0 -0.2
H 0.032169 -4.285567 6.073439 0.3 0.5 0.0
H 1.111352 0.329789 -4.037484 -0.4 0.7 -0.1
H -3.218392 0.042422 4.264159 0.1 0.0 -0.3
H -3.205320 3.864526 -1.267666 0.1 0.0 0.0
H 1.260820 3.233964 -7.193497 -0.1 0.2 0.2
H -3.901958 -0.991643 -0.395957 0.2 -0.1 -0.2
H -1.860585 1.608984 -2.395792 -0.2 -0.2 0.0
H 4.328835 0.077781 -2.261861 -0.1 0.1 0.0
H 0.655864 4.655880 -3.170889 -0.1 -1.0 -0.2
H -5.463283 1.330602 1.823472 0.2 -0.3 0.1
H 2.858647 2.175945 1.256359 -0.1 -0.1 -0.2
H -5.187741 0.674927 -0.775420 0.1 0.2 0.1
H -0.819213 -4.063097 3.758567 0.2 0.4 0.0
H 1.707403 -1.010824 5.620345 -0.3 -0.2 -0.5
H -3.218376 3.616896 0.477734 0.1 -0.1 -0.3
H 2.958775 -1.596619 2.324357 0.2 -0.2 -0.1
H -3.787163 3.027538 2.255791 0.2 -0.3 0.2
```
Positions in Å, forces in eV/Å.

## Properties
- E_LUMO (alpha / beta) (eV) = -2.7 / -3.7
- total charge = +1
- spin multiplicity = 4

***

E_tot (Ha)
-2812.9084; -3762.9994